A structure of composition C13H28CoN4O7, computed with ωB97M-V/def2-TZVPD.

2S+1	5
charge	+1
orbital gap (spin up / spin down)	0.151 / 0.202	Eh
largest force on an atom	5.89	eV/A
relative energy (zero: lowest compared OMol25 entry of this formula, charge and spin)	0.00	kcal/mol

Geometry as XYZ:
```
53
Properties=species:S:1:pos:R:3:mulliken_charge:R:1
O 1.91 -0.59 -3.59 -0.441
H 1.59 -0.23 -4.41 0.328
Co -0.37 -0.19 -0.21 -1.212
N -1.32 1.01 -1.19 1.064
N 0.90 1.29 -0.34 1.043
N -1.40 -1.65 0.14 0.811
N 0.83 -1.26 0.83 1.028
O -2.59 0.85 -1.21 -0.687
O -2.65 -1.71 -0.28 -0.663
O 2.11 -0.95 1.10 -0.728
O 2.03 1.37 0.30 -0.642
C 0.61 2.27 -1.21 0.418
C -0.66 2.05 -1.80 -0.039
C -0.81 -2.80 0.55 0.216
C 0.51 -2.56 1.06 0.410
C -1.25 2.87 -2.90 -1.373
H -0.90 2.51 -3.87 0.269
H -0.91 3.91 -2.85 0.412
H -2.35 2.85 -2.89 0.368
C 1.57 3.37 -1.45 -1.324
H 2.47 3.01 -1.94 0.260
H 1.85 3.80 -0.49 0.313
H 1.12 4.12 -2.09 0.417
C -1.47 -4.17 0.58 -1.484
C 1.38 -3.45 1.84 -1.691
H -2.02 -4.40 -0.36 0.356
H -2.17 -4.23 1.44 0.305
H -0.72 -4.99 0.71 0.384
H 2.25 -2.89 2.16 0.440
H 1.70 -4.34 1.31 0.389
H 0.81 -3.77 2.70 0.334
H -2.80 -0.80 -0.65 0.530
H 2.13 0.12 0.72 0.387
C 3.49 -0.88 -3.27 -0.341
H 4.07 -0.12 -3.79 0.298
H 3.64 -1.87 -3.58 0.261
H 3.32 -0.70 -2.25 0.152
O 0.32 -0.82 -1.78 -0.588
H 1.00 -0.58 -2.83 0.376
H 0.38 -1.79 -1.90 0.343
C -1.80 0.82 3.79 -0.649
C -1.60 2.25 3.25 -0.645
C -1.00 2.14 1.88 -0.305
O -0.75 0.70 1.64 0.108
C -1.11 -0.12 2.83 -0.313
H -1.39 0.70 4.80 0.328
H -2.86 0.57 3.83 0.286
H -0.94 2.83 3.90 0.287
H -2.55 2.79 3.19 0.300
H -1.66 2.48 1.09 0.201
H -0.03 2.64 1.78 0.228
H -0.18 -0.54 3.22 0.299
H -1.75 -0.93 2.47 0.178
```

=====

A cluster of 2 separate species, C13H28F3O9P4 in total, computed with ωB97M-V/def2-TZVPD.

charge	+1
orbital gap	0.347	Eh
largest force on an atom	4.83	eV/A

Geometry as XYZ:
```
57
Properties=species:S:1:pos:R:3:mulliken_charge:R:1
C 2.69 -2.20 1.39 -0.912
C 2.07 -3.09 0.30 -0.471
O 1.57 -2.20 -0.74 0.153
P 2.07 -2.61 -2.21 0.629
O 3.52 -2.38 -2.28 -0.764
C 1.22 -1.41 -3.34 -0.726
C 1.31 -0.02 -2.61 -1.258
P -0.29 0.63 -2.03 -0.051
C 0.05 2.31 -1.37 -0.660
C 0.90 2.00 -0.07 0.264
C 1.61 3.26 0.57 -0.962
O 0.43 2.56 1.10 -0.246
P -1.14 -0.44 -0.33 -0.010
P -2.03 -2.28 -1.12 0.719
O -1.08 -3.30 -1.52 -0.451
O -2.97 -2.83 0.09 -0.435
O -3.05 -1.82 -2.28 -0.485
O 1.72 -4.12 -2.59 -0.390
C 2.12 -4.43 -3.96 -0.415
C 0.91 -4.30 -4.93 -0.890
H 2.66 -2.66 2.39 0.398
H 2.09 -1.28 1.40 0.050
H 3.70 -1.91 1.08 0.305
H 2.75 -3.87 -0.06 0.455
H 1.18 -3.57 0.74 0.302
H 1.86 -1.35 -4.22 0.470
H 0.20 -1.73 -3.58 0.565
H 1.68 0.70 -3.36 0.675
H 2.08 -0.04 -1.83 0.574
H -1.27 0.67 -3.04 0.228
H 0.69 2.90 -2.02 0.479
H -0.85 2.82 -1.02 0.395
H 1.43 1.05 -0.03 0.226
H 1.42 3.91 -0.27 0.371
H 2.55 2.76 0.78 0.379
H -0.10 -0.80 0.56 0.113
H -3.15 -2.08 0.68 0.350
H -3.69 -2.55 -2.34 0.352
H 2.94 -3.79 -4.29 0.380
H 2.52 -5.45 -3.97 0.448
H 0.03 -4.13 -4.31 0.171
H 1.09 -3.44 -5.58 0.274
H 0.81 -5.21 -5.53 0.341
C -1.13 3.13 3.33 -0.770
C -1.97 2.66 4.50 -0.421
O -2.30 3.75 5.38 -0.309
C -3.31 4.52 4.99 0.343
O -3.96 4.37 3.99 -0.514
C -3.58 5.60 6.05 0.893
F -2.44 6.18 6.46 -0.243
F -4.17 5.07 7.13 -0.247
F -4.37 6.56 5.57 -0.234
H -0.24 3.65 3.69 0.275
H -0.82 2.29 2.72 0.267
H -1.68 3.84 2.71 0.321
H -1.41 1.94 5.09 0.371
H -2.88 2.16 4.16 0.330
```